[1]
The following is a quantum chemistry calculation of a 2-piece molecular cluster, C3H2F2I2O overall in a non-equilibrium geometry, from the Open Molecules 2025 dataset.

XYZ file:
```
10
Properties=species:S:1:pos:R:3:forces:R:3:nbo_charge:R:1
C 1.126 0.844 -0.947 -1.1 -0.1 0.7 -0.52
C 0.464 -0.200 -1.441 1.1 0.5 0.0 0.25
F 0.787 -1.418 -0.988 -0.3 -0.3 -0.3 -0.35
I -1.007 -0.204 -2.946 0.5 0.0 0.5 0.16
H 1.760 0.696 -0.043 -0.3 0.1 -1.1 0.23
H 0.711 1.829 -1.147 0.6 -0.1 -0.2 0.23
O -0.855 0.822 2.606 -0.2 0.3 -0.4 -0.49
C -0.977 -0.112 1.922 0.2 -1.1 -1.4 0.72
F -1.097 -0.112 0.532 -0.4 0.7 2.1 -0.36
I -0.912 -2.145 2.452 -0.1 0.1 0.2 0.12
```
Forces are in eV/Å.

Properties
HOMO-LUMO gap: 9.33 eV
SMILES string: C=C(F)I.O=C(F)I
2S+1: 1

***

[2]
The following is a quantum chemistry calculation of C3H2F2O as an isolated structure in a non-equilibrium geometry, from the Open Molecules 2025 dataset.

XYZ file:
```
8
Properties=species:S:1:pos:R:3:forces:R:3:nbo_charge:R:1
C -1.405 1.538 -0.454 1.2 -1.3 0.2 -0.30
C -0.402 0.859 -0.366 1.9 -2.4 1.1 -0.18
C 0.943 -0.468 0.180 -3.0 2.9 1.0 1.03
O 0.359 -1.677 0.329 3.9 0.9 1.1 -0.69
F 1.959 -0.479 -0.625 0.1 0.0 -0.7 -0.29
F 1.413 0.027 1.381 -0.9 -0.8 -1.5 -0.33
H -2.368 1.976 -0.484 -0.1 0.4 -0.2 0.24
H -0.498 -1.776 0.039 -3.1 0.3 -1.2 0.51
```
Forces are in eV/Å.

Properties
HOMO-LUMO gap: 11.33 eV
2S+1: 1

***

[3]
The following is a quantum chemistry calculation of an isolated ion of composition C3H2F3N2S2 and charge +1 in a non-equilibrium geometry, from the Open Molecules 2025 dataset.

XYZ file:
```
12
Properties=species:S:1:pos:R:3:forces:R:3:nbo_charge:R:1
F -2.818 0.416 -0.459 1.5 -0.8 -0.2 -0.33
C -2.020 -0.650 -0.064 -3.3 0.2 0.4 1.06
F -2.221 -1.654 -0.943 0.5 1.1 0.7 -0.29
F -2.550 -0.989 1.116 0.3 -0.5 0.0 -0.30
N -0.670 -0.401 0.119 0.9 -0.8 -0.6 -0.47
C -0.149 0.727 0.113 -1.3 -2.9 -0.2 0.33
N 1.191 0.842 0.045 2.3 0.1 0.2 -0.53
C 2.111 -0.100 -0.027 0.0 1.6 0.4 -0.06
S 3.771 0.024 -0.301 0.1 -0.6 0.1 0.40
S 2.497 -1.670 0.298 -0.1 -0.1 -0.3 0.53
H -0.590 1.637 0.060 -1.9 2.7 -0.1 0.21
H 1.447 1.818 0.043 0.9 0.0 -0.3 0.45
```
Forces are in eV/Å.

Properties
HOMO-LUMO gap: 8.20 eV
Total charge: +1
SMILES string: FC(F)(F)/N=C/[NH+]=C1SS1
2S+1: 1

***

[4]
The following is a quantum chemistry calculation of one molecule with the formula C3H2F5N2P in a non-equilibrium geometry, from the Open Molecules 2025 dataset.

XYZ file:
```
13
Properties=species:S:1:pos:R:3:forces:R:3:nbo_charge:R:1
F -2.416 1.535 0.986 -0.6 0.4 0.6 -0.31
C -1.834 0.816 0.063 2.7 0.3 -1.4 0.78
F -2.378 1.049 -1.139 -1.3 0.0 -0.1 -0.33
F -1.963 -0.474 0.352 -0.3 -0.3 0.2 -0.32
P -0.005 1.387 -0.378 -0.1 -1.0 1.2 0.66
N 0.021 0.158 -1.754 0.1 -0.8 1.0 -0.31
N 0.489 -0.956 -1.506 0.9 0.1 -0.5 -0.08
C 1.201 -1.244 -0.277 -0.3 5.4 1.9 -0.33
C 1.010 0.236 0.779 0.1 -1.4 -4.3 0.43
F 0.573 -0.101 1.962 -0.4 -0.1 1.3 -0.32
F 2.246 0.808 0.872 0.1 -0.1 0.4 -0.36
H 2.289 -1.234 -0.269 -0.1 -0.5 -0.9 0.24
H 0.767 -1.980 0.310 -0.8 -1.8 0.6 0.23
```
Forces are in eV/Å.

Properties
HOMO-LUMO gap: 9.20 eV
SMILES string: FC(F)(F)P1N=NCC1(F)F
2S+1: 1

***

[5]
The following is a quantum chemistry calculation of C3H2FGaO2 as an isolated structure in a non-equilibrium geometry, from the Open Molecules 2025 dataset.

XYZ file:
```
9
Properties=species:S:1:pos:R:3:forces:R:3:nbo_charge:R:1
O 0.598 -1.121 0.381 -3.8 -1.3 -1.6 -0.61
O 1.659 1.684 -1.098 2.3 -2.3 2.7 -0.19
C -0.603 -1.076 -0.018 4.2 -2.0 0.2 0.41
C -1.224 0.206 -0.122 -3.5 3.3 3.8 0.67
C 2.163 1.031 -0.306 -1.8 3.0 -3.3 0.47
H -1.137 -1.960 -0.384 -0.2 -0.5 0.1 0.35
H -2.071 0.413 -0.778 0.0 0.7 -0.9 0.33
F -1.137 0.961 0.940 0.3 -1.6 -3.0 -0.10
Ga 1.753 -0.138 1.385 2.4 0.7 2.1 1.67
```
Forces are in eV/Å.

Properties
HOMO-LUMO gap (alpha / beta): 5.90 / 9.52 eV
Total charge: +3
Expectation value of S²: 0.76
2S+1: 2

***

[6]
The following is a quantum chemistry calculation of C3H2FHgLiO3 as an isolated structure in a non-equilibrium geometry, from the Open Molecules 2025 dataset.

XYZ file:
```
11
Properties=species:S:1:pos:R:3:forces:R:3:nbo_charge:R:1
O -0.433 -1.633 0.993 -0.4 0.4 -0.5 -0.64
C -0.068 -0.805 0.194 0.8 -1.4 1.5 0.97
C -2.084 2.065 1.085 -0.2 -0.7 0.2 0.15
O 0.868 -0.823 -0.661 0.3 0.4 -0.9 -0.93
O -0.581 0.502 0.224 -0.1 0.9 -0.5 -0.63
C -1.604 0.828 1.062 -0.5 0.2 0.4 0.04
Hg 3.069 -2.008 -1.031 -0.6 0.4 0.1 0.29
F -1.541 3.032 0.326 0.1 0.2 -0.2 -0.34
H -2.967 2.366 1.644 0.4 0.0 0.0 0.19
H -1.974 0.045 1.721 0.1 0.1 -0.3 0.24
Li 0.855 1.105 -1.075 0.1 -0.7 0.2 0.66
```
Forces are in eV/Å.

Properties
HOMO-LUMO gap (alpha / beta): 3.93 / 6.65 eV
Expectation value of S²: 2.00
2S+1: 3

***

[7]
The following is a quantum chemistry calculation of one molecule with the formula C3H2FIO2 in a non-equilibrium geometry, from the Open Molecules 2025 dataset.

XYZ file:
```
9
Properties=species:S:1:pos:R:3:forces:R:3:nbo_charge:R:1
C 0.695 -0.646 0.127 1.3 -1.1 -0.9 -0.16
C 0.843 -0.519 -1.287 0.0 0.0 0.6 0.29
C -1.075 0.801 0.873 -0.4 0.3 0.1 0.56
O -0.140 -0.035 0.957 -1.2 1.2 0.0 -0.35
O 0.239 0.198 -2.061 -0.3 0.3 -0.3 -0.58
F -1.553 1.301 -0.260 0.6 -0.6 0.7 -0.27
I -2.024 1.378 2.622 0.2 -0.1 -0.4 0.21
H 1.368 -1.284 0.678 -0.1 0.0 0.0 0.19
H 1.646 -1.194 -1.649 0.0 0.0 0.1 0.12
```
Forces are in eV/Å.

Properties
HOMO-LUMO gap (alpha / beta): 7.25 / 7.77 eV
2S+1: 1

***

[8]
The following is a quantum chemistry calculation of C3H2FLiNiO2 as an isolated structure in a non-equilibrium geometry, from the Open Molecules 2025 dataset.

XYZ file:
```
10
Properties=species:S:1:pos:R:3:forces:R:3:nbo_charge:R:1
C -0.171 0.242 -1.810 0.0 0.6 -0.4 -0.38
C -0.114 -0.421 -0.660 0.7 -0.8 -1.8 0.60
H -0.200 1.330 -1.822 -0.4 -0.2 0.0 0.23
H -0.099 -0.294 -2.753 0.0 0.1 0.2 0.28
F 0.123 -1.726 -0.686 -0.5 0.8 1.2 -0.25
O -0.045 -1.331 1.952 -2.2 1.4 1.4 -0.33
C -0.517 -0.248 1.760 2.9 -2.6 -0.2 0.38
O -0.008 0.275 0.501 -0.1 1.4 0.1 -0.63
Ni -0.882 1.089 3.192 -0.5 -0.5 -0.1 1.10
Li 1.912 1.084 0.324 0.1 -0.1 -0.3 0.99
```
Forces are in eV/Å.

Properties
HOMO-LUMO gap (alpha / beta): 8.42 / 4.89 eV
Total charge: +2
Expectation value of S²: 2.01
2S+1: 3

***

[9]
The following is a quantum chemistry calculation of C3H2FLuO2 as an isolated structure in a non-equilibrium geometry, from the Open Molecules 2025 dataset.

XYZ file:
```
9
Properties=species:S:1:pos:R:3:forces:R:3:nbo_charge:R:1
C -0.453 0.584 -1.064 -0.2 -1.2 0.8 0.19
C -0.032 -0.434 1.127 0.2 -1.2 0.0 0.38
O -1.052 0.551 0.068 -0.5 0.2 -0.8 -0.55
O 0.683 -0.100 -1.028 0.2 0.6 -1.4 -0.45
C 1.096 -0.487 0.282 -0.4 1.0 0.3 -0.23
H 0.011 0.018 2.121 -0.2 -0.1 -0.3 0.20
F -0.790 -1.613 1.218 0.1 1.9 -0.5 -0.34
H 1.968 0.093 0.595 -0.1 -0.3 -0.3 0.20
Lu -1.430 1.388 -3.318 1.0 -0.8 2.2 1.60
```
Forces are in eV/Å.

Properties
HOMO-LUMO gap (alpha / beta): 4.65 / 2.94 eV
Total charge: +1
Expectation value of S²: 0.76
2S+1: 2

***

[10]
The following is a quantum chemistry calculation of an isolated ion of composition C3H2FN2O2S2 and charge +1 in a non-equilibrium geometry, from the Open Molecules 2025 dataset.

XYZ file:
```
12
Properties=species:S:1:pos:R:3:forces:R:3:nbo_charge:R:1
O 0.995 -1.627 -1.621 1.5 -0.6 -0.2 -0.50
C -0.142 -1.436 -1.454 -1.0 -0.1 0.0 0.96
F -0.971 -2.351 -0.947 0.1 1.4 -0.5 -0.27
N -0.725 -0.130 -1.756 1.1 1.0 2.2 -0.64
C -0.978 0.479 -0.444 -1.0 -2.2 -2.1 0.55
O -1.984 0.307 0.103 -0.5 0.6 1.6 -0.36
S 0.431 1.496 0.284 0.5 1.6 0.5 0.71
N 0.092 1.789 1.943 0.9 -1.0 -0.6 -0.62
C 0.578 0.857 2.643 0.0 -2.2 -0.5 0.18
S 1.090 -0.514 3.203 -0.5 2.1 -0.1 0.39
H 0.047 0.430 -2.146 -0.3 -0.7 -0.6 0.40
H 1.568 0.699 0.192 -0.9 -0.1 0.3 0.20
```
Forces are in eV/Å.

Properties
HOMO-LUMO gap: 8.79 eV
Total charge: +1
2S+1: 1

***

Energy relative to the best compared isomer or geometry (same formula, charge and spin) readings, ordered: 12.6; 69.8; 23.2; 7.3; 19.0; 6.5; 52.1; 67.1; 124.5; 0.0 kcal per mole